No. 1
{
  "formula": "C14H16O2",
  "method": "ωB97M-V with the def2-TZVPD basis set",
  "species": ["C", "C", "C", "C", "C", "C", "C", "O", "H", "H", "H", "H", "H", "H", "H", "H", "C", "C", "C", "C", "C", "C", "C", "O", "H", "H", "H", "H", "H", "H", "H", "H"],
  "coordinates": [[0.042, 2.173, 3.752], [1.145, -1.104, 2.074], [0.475, -0.207, 2.917], [2.038, -0.606, 1.149], [0.621, 1.156, 2.787], [2.211, 0.761, 1.008], [1.602, 1.625, 1.896], [2.738, -1.433, 0.300], [0.850, -2.135, 2.226], [-0.216, -0.633, 3.633], [2.462, -2.322, 0.486], [2.936, 1.122, 0.290], [-0.524, 1.710, 4.560], [-0.653, 2.795, 3.186], [1.874, 2.667, 1.949], [0.833, 2.789, 4.169], [-1.881, -1.946, 0.257], [-0.400, -0.668, -3.017], [-1.109, 0.505, -3.192], [-0.648, -1.469, -1.906], [-1.629, -1.144, -0.984], [-2.106, 0.849, -2.277], [-2.297, 0.079, -1.156], [-0.753, 1.431, -4.163], [0.303, -0.945, -3.785], [-0.092, -2.398, -1.842], [-2.706, 1.714, -2.527], [-0.089, 2.001, -3.770], [-1.004, -1.883, 0.894], [-2.159, -2.992, 0.120], [-3.138, 0.230, -0.487], [-2.731, -1.542, 0.811]],
  "atomic_forces_ev_per_a": [[-0.5, -0.5, -0.6], [-0.6, 0.6, 0.9], [-0.4, -0.4, -0.6], [-0.3, -0.7, -0.7], [1.4, 0.7, 0.9], [0.7, 0.4, 0.4], [-0.8, -0.6, -0.1], [0.0, 0.8, 0.1], [0.6, -0.2, -0.4], [-0.1, 0.1, 0.1], [-0.1, -0.7, 0.0], [0.0, 0.0, 0.0], [0.1, 0.0, 0.0], [0.0, 0.3, 0.2], [-0.1, 0.2, -0.4], [0.0, 0.1, 0.1], [-0.4, -0.1, 0.3], [-0.3, 0.2, -0.1], [0.2, 0.4, 1.0], [-0.1, -0.4, -0.6], [0.4, 0.7, 0.1], [0.3, 0.2, -0.6], [-0.9, -1.4, -0.1], [-0.3, -0.4, -0.4], [0.3, -0.1, 0.1], [0.0, 0.0, 0.2], [0.0, 0.2, 0.3], [0.1, 0.1, 0.0], [0.0, -0.2, 0.2], [0.4, -0.1, -0.4], [0.1, 0.5, 0.0], [0.1, 0.2, 0.0]],
  "smiles": "Cc1ccc(O)cc1.Cc1ccc(O)cc1",
  "e_above_lowest_ev": 0.590,
  "e_tot_ha": -693.5348,
  "orbital_gap_ev": 9.24
}


No. 2
{
  "formula": "C14H17BClN2O",
  "method": "ωB97M-V with the def2-TZVPD basis set",
  "species": ["C", "C", "C", "Cl", "B", "C", "O", "H", "H", "H", "H", "H", "H", "H", "N", "C", "C", "C", "C", "C", "H", "H", "H", "H", "H", "N", "C", "C", "C", "C", "C", "H", "H", "H", "H", "H"],
  "coordinates": [[-0.230, 0.562, 0.850], [-1.268, -0.370, 0.884], [-1.974, -0.523, -0.399], [-2.899, -2.128, -0.443], [-2.977, 0.734, -0.391], [-4.166, 0.741, 0.684], [-2.723, 1.776, -1.306], [-0.146, 1.333, 1.638], [0.426, 0.495, -0.027], [-1.571, -0.925, 1.802], [-4.800, 1.641, 0.508], [-3.754, 0.803, 1.716], [-4.792, -0.176, 0.657], [-1.818, 2.081, -1.081], [0.697, -5.301, -0.008], [0.293, -4.063, 0.301], [0.854, -3.300, 1.316], [1.887, -3.851, 2.054], [2.320, -5.135, 1.754], [1.696, -5.810, 0.718], [-0.519, -3.671, -0.299], [0.489, -2.301, 1.518], [2.351, -3.288, 2.856], [3.125, -5.599, 2.309], [2.003, -6.815, 0.444], [0.308, 3.110, -1.128], [0.872, 4.066, -0.388], [1.982, 4.796, -0.787], [2.541, 4.516, -2.023], [1.972, 3.525, -2.806], [0.861, 2.857, -2.314], [0.401, 4.245, 0.573], [2.396, 5.563, -0.145], [3.409, 5.063, -2.371], [2.380, 3.276, -3.777], [0.377, 2.075, -2.891]],
  "atomic_forces_ev_per_a": [[-0.4, -0.4, 0.3], [-0.3, 0.2, -1.9], [0.7, 0.1, 2.2], [-0.2, -0.1, 0.1], [0.9, -1.3, -0.5], [-0.7, 0.7, -0.5], [-0.2, 0.4, 1.7], [0.7, -0.7, -0.2], [-0.6, 0.9, 0.3], [-0.3, 0.6, -0.3], [0.1, -0.6, 0.3], [0.0, 0.0, -0.7], [0.4, 0.5, -0.1], [0.0, -0.3, -0.6], [0.2, 0.1, 0.3], [-0.1, -0.2, -0.3], [0.1, 0.0, 0.1], [0.0, 0.0, 0.0], [0.0, 0.0, 0.0], [-0.2, 0.0, -0.2], [0.0, 0.1, 0.1], [0.0, 0.0, -0.1], [0.0, 0.0, 0.0], [0.0, 0.0, 0.0], [0.1, 0.0, 0.1], [0.2, 0.4, -0.3], [-0.2, -0.2, 0.0], [0.0, 0.0, 0.0], [0.1, 0.1, 0.0], [0.0, 0.1, 0.1], [-0.2, -0.2, 0.1], [0.0, 0.0, 0.0], [0.0, 0.0, 0.0], [0.0, 0.0, 0.0], [0.0, 0.0, 0.0], [0.0, 0.0, 0.0]],
  "e_above_lowest_ev": 0.998,
  "e_tot_ha": -1213.4411,
  "total_charge": -1,
  "orbital_gap_ev": 5.16
}